C14H8F4NO4 | ωB97M-V/def2-TZVPD

```
31
Properties=species:S:1:pos:R:3:forces:R:3:nbo_charge:R:1
F -1.2519 -1.7585 2.1988 0.816 -0.672 -0.366 -0.294
C -0.1040 -2.4644 2.1061 -1.285 -0.283 0.134 0.347
C -0.0920 -3.8036 2.2973 -0.920 0.601 -0.153 0.225
F -1.2381 -4.4944 2.4706 0.671 0.411 -0.004 -0.294
C 1.1528 -4.5753 2.3214 0.168 -1.950 -0.209 0.387
O 1.1736 -5.8137 2.3589 -0.066 1.901 0.106 -0.506
C 2.3709 -3.7605 2.3224 0.842 0.569 -0.095 0.234
F 3.5368 -4.4108 2.5194 -0.728 0.385 -0.015 -0.292
C 2.3394 -2.4199 2.1412 1.403 -0.126 0.164 0.320
F 3.4519 -1.6717 2.2802 -0.890 -0.778 -0.395 -0.274
C 1.1077 -1.6938 1.8127 0.097 1.996 0.010 0.305
O 1.0960 -0.5122 1.4351 -0.088 -1.829 0.648 -0.413
C -3.4237 3.5924 -1.5048 -0.118 0.262 -0.154 -0.619
C -2.1583 2.7899 -1.5496 0.191 -0.242 -0.109 -0.072
C -1.0264 3.2248 -0.8467 -0.185 -0.497 -0.314 -0.228
C 0.1131 2.4361 -0.7793 -0.683 0.258 -0.022 -0.153
C 0.1492 1.1676 -1.4117 -0.877 0.727 0.105 -0.079
C 1.2355 0.2866 -1.1672 0.409 -0.486 -0.342 -0.169
N 2.4786 0.7593 -0.8601 0.842 -0.071 0.048 0.446
O 3.4843 -0.0081 -0.9691 -0.841 0.225 0.237 -0.535
O 2.6374 1.9606 -0.4951 0.633 -1.014 -0.237 -0.535
C -0.9546 0.8022 -2.2458 0.749 0.020 0.669 -0.227
C -2.0890 1.5993 -2.2971 0.078 0.318 0.422 -0.221
H -4.2518 3.0407 -1.9603 0.045 0.127 0.075 0.202
H -3.7033 3.8624 -0.4784 0.037 -0.123 -0.160 0.207
H -3.2912 4.5314 -2.0538 -0.163 -0.007 0.007 0.203
H -1.0555 4.1800 -0.3167 -0.021 -0.239 -0.090 0.191
H 0.9841 2.7471 -0.2128 -0.555 -0.060 -0.131 0.256
H 1.1584 -0.7690 -1.4140 0.364 0.340 -0.111 0.195
H -0.8695 -0.1277 -2.8135 -0.206 0.228 0.160 0.199
H -2.9602 1.3032 -2.8881 0.281 0.010 0.124 0.192
```
Forces are in eV/Å.

The calculation puts the HOMO energy at -3.4 eV. The energy relative to the best compared isomer or geometry (same formula, charge and spin) comes out at 4.9 kcal/mol. The net charge is -1.



C14H8N4O3 | ωB97M-V/def2-TZVPD

```
29
Properties=species:S:1:pos:R:3:forces:R:3:nbo_charge:R:1
O 1.3660 -2.5135 -2.8500 -1.656 -0.472 -0.302 -0.572
C 2.0462 -1.9321 -2.0440 -1.886 -0.952 -0.855 0.619
N 3.3842 -2.0535 -2.2863 2.504 1.241 1.327 -0.585
C 4.3159 -1.2641 -1.6700 -1.461 1.550 2.289 0.293
N 3.9322 -0.4060 -0.7457 1.103 -1.170 -0.911 -0.476
C 2.5963 -0.3235 -0.3633 -0.087 -0.081 -0.706 0.315
N 2.3212 0.6474 0.5024 -0.314 0.308 0.290 -0.352
C 1.0581 0.8753 0.8209 0.696 -0.259 0.961 0.154
C 0.8516 2.0360 1.7348 -1.127 1.020 -0.794 0.224
C -0.0288 3.0746 1.5133 0.831 -0.463 0.597 -0.273
C 0.1848 4.0200 2.5796 0.597 -1.391 -0.277 -0.318
C 1.1755 3.4643 3.3522 -1.285 1.191 -1.218 0.104
O 1.6224 2.2911 2.8456 -0.438 -0.173 -0.285 -0.380
C 0.0001 0.0334 0.3459 0.037 -0.417 -0.428 0.242
C -1.4083 0.1462 0.7820 -2.051 -0.644 0.049 -0.202
C -2.0131 0.6953 1.9881 -0.908 -0.894 -0.826 -0.292
C -3.3511 0.3995 1.9585 1.364 0.314 0.017 0.083
O -3.6871 -0.2775 0.7899 1.707 0.296 0.513 -0.403
C -2.4865 -0.4468 0.1249 0.963 0.898 0.621 0.154
N 0.2652 -0.9421 -0.5423 0.825 0.392 -0.012 -0.350
C 1.5524 -1.0997 -0.9181 1.342 0.939 0.294 0.018
H 3.6587 -2.6477 -3.0382 -0.212 -0.384 -0.477 0.428
H 5.3951 -1.3285 -1.8730 -0.722 -0.187 -0.287 0.211
H -0.6969 3.1342 0.6640 -0.004 0.019 0.233 0.238
H -0.3156 4.9575 2.7335 0.017 0.078 0.097 0.233
H 1.5948 3.9722 4.1894 0.735 -0.617 0.560 0.208
H -1.5201 1.1728 2.7977 0.216 0.312 0.411 0.237
H -4.0461 0.6214 2.7799 -0.153 -0.424 -1.090 0.216
H -2.4210 -0.9601 -0.8257 -0.634 -0.030 0.211 0.226
```
Forces are in eV/Å.

The calculation puts the HOMO energy at -8.4 eV. Its SMILES is O=c1[nH]cnc2nc(-c3ccco3)c(-c3ccoc3)nc12. The energy relative to the best compared isomer or geometry (same formula, charge and spin) comes out at 0.0 kcal/mol.